{
  "formula": "C6H17N3",
  "method": "ωB97M-V with the def2-TZVPD basis set",
  "symbols": ["C", "C", "C", "C", "C", "C", "N", "N", "N", "H", "H", "H", "H", "H", "H", "H", "H", "H", "H", "H", "H", "H", "H", "H", "H", "H"],
  "xyz": [[1.774, -0.720, -0.077], [2.304, -0.897, 1.239], [-0.388, 2.828, -0.051], [-2.872, -1.498, -0.368], [0.611, 1.709, 0.356], [-1.398, -1.360, -0.614], [2.225, -1.078, -1.195], [0.294, 0.505, -0.427], [-0.929, -0.132, 0.175], [2.253, 0.058, 1.799], [1.526, -1.512, 1.828], [3.256, -1.240, 1.391], [-0.023, 3.755, 0.337], [-0.167, 2.975, -1.179], [-1.331, 2.900, 0.378], [-3.076, -2.280, 0.376], [-3.213, -0.493, -0.131], [-3.568, -1.825, -1.250], [0.809, 1.521, 1.511], [1.541, 2.039, 0.049], [-1.293, -1.152, -1.699], [-0.926, -2.285, -0.292], [3.229, -1.425, -1.194], [1.728, -0.707, -2.006], [-0.789, -0.337, 1.207], [-1.578, 0.653, -0.162]],
  "forces_ev_per_angstrom": [[1.300, -3.477, 0.542], [-3.745, 1.193, 2.281], [3.142, 0.632, -1.883], [-2.165, -0.872, -0.924], [-2.155, -0.299, 1.089], [-0.584, -0.326, -1.183], [2.084, 0.449, -0.225], [-1.942, 1.809, 2.970], [0.774, 1.102, -2.609], [0.135, -0.264, -0.329], [1.314, 0.475, -0.774], [2.645, -1.285, -0.092], [0.889, 0.655, 0.395], [-1.432, -0.317, 1.689], [-2.250, -0.898, 0.070], [-0.132, 0.807, 0.265], [-0.796, -0.240, 0.518], [1.882, 0.615, 1.147], [-1.215, 0.036, -2.021], [2.063, 0.497, -0.990], [0.740, 0.064, 0.788], [0.745, 0.399, -0.089], [-1.294, 0.445, -0.920], [0.498, -0.841, -0.410], [-0.578, 0.813, -1.168], [0.077, -1.172, 1.863]],
  "e_above_lowest_kcal_mol": 107.2,
  "e_homo_ev": [-15.844, -19.570],
  "total_charge": 2,
  "s_squared": 2.01,
  "spin_multiplicity": 3,
  "energy_ev": -10942.95787
}